Here is 9 unconnected molecules or ions with the total composition C54H135O36P9 in a non-equilibrium geometry from the Open Molecules 2025 dataset. Energies are from the ωB97M-V functional and the def2-TZVPD basis.

Structure (XYZ):
```
234
Properties=species:S:1:pos:R:3:forces:R:3
C -7.579004 -8.466784 -4.669425 -0.2 -0.7 -0.5
C -6.241059 -7.807056 -4.732362 -0.3 -0.4 1.5
O -6.203624 -7.101526 -5.950639 1.3 -0.4 -1.7
P -5.278283 -7.529242 -7.202395 -0.3 -1.1 -1.5
O -5.920565 -7.373813 -8.536316 0.6 0.4 1.5
O -4.827113 -9.126611 -7.000313 -2.0 3.7 1.5
C -3.977088 -9.753051 -7.919487 1.5 -0.9 1.4
C -2.945499 -10.475960 -6.913257 -0.8 1.3 -1.6
O -3.952192 -6.666861 -6.988626 0.3 -0.1 -0.2
C -3.703247 -5.402100 -7.726509 -0.3 -1.0 1.0
C -4.657170 -4.339292 -7.292827 -0.9 0.5 -0.6
H -7.681030 -9.184919 -3.855797 0.0 0.3 0.2
H -8.306479 -7.657355 -4.608673 -0.3 -0.4 0.0
H -7.683660 -9.036297 -5.592905 -0.4 0.0 -0.1
H -6.264362 -7.110064 -3.894651 0.7 0.4 -0.2
H -5.415749 -8.507302 -4.603447 0.1 0.1 -0.2
H -4.603717 -10.445138 -8.482039 0.4 -0.2 -0.1
H -3.530097 -9.037660 -8.609796 0.2 -0.1 0.1
H -2.089864 -10.857945 -7.470095 -0.3 -0.8 0.2
H -2.525033 -9.755044 -6.212127 -0.2 0.4 -0.3
H -3.557433 -11.119829 -6.281530 0.4 -0.6 -0.4
H -2.697396 -5.049046 -7.499082 0.2 -0.8 0.0
H -3.817393 -5.655063 -8.780580 0.1 0.3 0.0
H -5.608907 -4.542495 -7.783753 -0.1 0.5 -0.2
H -4.933095 -4.206951 -6.246669 0.7 -0.5 0.2
H -4.202664 -3.402596 -7.615521 -0.5 0.2 -0.2
C 5.792903 5.472830 -5.092140 0.2 1.0 -1.2
C 6.150497 6.532419 -4.036052 0.3 -1.9 -1.1
O 5.166693 7.489970 -3.952736 -2.0 2.7 0.1
P 5.106923 8.870038 -4.828058 1.2 -1.2 3.3
O 5.032421 8.621000 -6.252168 -0.4 0.5 -1.1
O 3.918927 9.666471 -4.068834 1.7 0.3 -0.5
C 2.537239 9.356456 -4.301131 -0.8 -0.5 -0.4
C 1.562929 10.359184 -3.635640 0.9 -0.1 0.3
O 6.510173 9.542755 -4.304222 -2.2 -0.5 -1.0
C 7.127632 10.537404 -5.152080 1.1 0.3 0.4
C 8.572890 10.043295 -5.391091 -0.5 -0.8 -0.1
H 4.849524 4.953688 -4.922938 0.4 -0.4 0.7
H 5.563927 5.936992 -6.051422 0.3 0.5 -0.1
H 6.664067 4.857566 -5.317164 -0.3 -0.5 0.4
H 6.157866 5.945573 -3.117538 0.3 0.7 0.5
H 7.097484 7.030136 -4.244875 0.3 -0.4 0.1
H 2.392638 9.348368 -5.381473 -0.2 -0.1 0.0
H 2.452521 8.337149 -3.924391 -0.7 0.0 0.0
H 0.491293 10.191348 -3.742988 0.2 -0.7 -0.6
H 1.702939 10.354008 -2.554679 0.3 0.2 0.0
H 1.729036 11.358008 -4.039205 0.2 0.0 0.2
H 6.577120 10.722377 -6.074478 0.0 -0.3 0.0
H 7.072410 11.433206 -4.533550 0.3 0.2 -0.3
H 9.134617 10.008051 -4.457637 0.0 0.3 0.0
H 8.484454 9.004510 -5.709215 -0.1 -0.2 0.1
H 9.181281 10.456547 -6.195564 -0.3 0.8 0.2
C 0.302648 9.610680 6.440255 0.4 -1.6 -0.6
C 1.338526 8.594664 6.989059 0.9 1.4 0.7
O 2.344873 8.215043 6.026634 -0.4 -2.1 -1.8
P 2.567762 6.631407 5.643469 -0.6 0.8 0.1
O 3.035816 5.837811 6.811885 -1.1 0.4 -1.6
O 1.170140 6.124429 4.861898 2.4 0.1 3.0
C 0.619983 6.859264 3.789368 0.7 -0.9 -0.3
C -0.744496 6.316515 3.515459 -1.1 0.9 -0.9
O 3.621657 6.754519 4.430374 -0.3 0.9 1.4
C 4.615871 5.740410 4.336540 -0.6 -1.4 -2.0
C 4.229308 4.858272 3.148095 0.0 -1.2 -0.5
H 0.678808 10.603137 6.192008 0.1 -0.1 0.5
H -0.026591 9.194628 5.488096 -0.2 0.0 -0.1
H -0.593625 9.594729 7.060378 0.2 0.4 0.2
H 2.036620 9.056155 7.687480 -0.7 0.3 0.7
H 0.882642 7.754168 7.512356 -0.1 -0.2 -0.4
H 0.668423 7.921514 4.028921 -0.3 0.0 -0.4
H 1.254476 6.610551 2.938696 0.1 0.5 -0.3
H -1.518446 6.698721 4.181064 0.1 -0.2 0.3
H -0.990380 6.727480 2.536300 -0.3 0.1 -0.2
H -0.864441 5.242993 3.369636 0.6 0.0 0.5
H 5.589516 6.048240 3.955286 0.0 1.2 1.0
H 4.696638 5.142388 5.244246 0.0 0.3 0.0
H 3.193380 4.590466 2.940131 -0.4 0.0 1.1
H 4.478487 5.235449 2.156254 0.7 0.5 0.2
H 4.785772 3.935086 3.309867 0.0 -0.3 -0.4
C -7.205832 3.645778 12.311197 0.5 0.7 0.6
C -6.516436 3.851352 11.006668 0.3 1.0 0.3
O -7.232424 3.087861 10.051977 0.7 -1.7 -1.9
P -6.564646 1.653571 9.664919 -1.2 0.8 -0.1
O -6.016488 1.003740 10.856040 0.7 -0.2 -0.2
O -7.851712 0.872245 9.064862 1.5 0.8 -0.3
C -7.569470 -0.290130 8.235911 0.2 -1.1 0.5
C -8.366087 -1.473402 8.835632 -0.5 1.9 -0.1
O -5.507611 1.925367 8.431677 -2.3 0.0 1.9
C -4.135475 1.668282 8.684291 1.7 0.3 -1.4
C -3.308333 2.935994 8.275790 -0.9 -0.2 0.5
H -8.176979 4.126306 12.192634 -0.3 -0.6 0.4
H -7.198311 2.592357 12.591095 -0.4 0.1 -0.1
H -6.652452 4.193617 13.073927 -0.1 0.1 0.2
H -6.582608 4.895831 10.702061 -0.3 0.1 -0.1
H -5.437079 3.709753 11.061772 0.0 -0.9 -0.2
H -7.819118 -0.008257 7.213016 0.0 -0.3 0.1
H -6.529137 -0.606367 8.312042 0.3 0.6 -0.2
H -9.355271 -1.017673 8.879546 -0.4 -0.7 0.3
H -8.404453 -2.411186 8.281392 0.3 0.3 -0.1
H -8.006100 -1.591117 9.857718 -0.1 -0.3 -0.1
H -3.906862 1.323387 9.692700 -0.3 0.3 0.1
H -3.949808 0.833469 8.008486 0.6 0.0 0.0
H -3.742113 3.791974 8.792752 0.0 0.0 0.3
H -2.251354 2.897727 8.539287 -0.1 -0.3 0.0
H -3.405598 3.222039 7.228494 0.0 -0.5 -0.1
C 5.355971 -7.327736 10.677455 -1.3 -0.5 -0.3
C 3.856325 -7.150782 10.322909 1.3 -1.1 0.6
O 3.621976 -5.769637 10.160717 -1.0 0.9 -1.5
P 2.928847 -5.057659 8.870925 -0.1 1.1 0.8
O 1.893213 -4.026186 9.242679 2.2 -2.2 -1.1
O 2.468168 -6.334071 7.960793 0.1 0.9 1.5
C 1.339655 -6.148670 7.116254 -0.1 -0.5 -2.7
C 1.700410 -6.864192 5.776980 1.4 0.3 -0.3
O 4.190094 -4.428176 8.056727 -2.7 0.7 0.2
C 5.267267 -5.193642 7.533695 -0.3 0.5 0.4
C 5.778722 -4.770346 6.139508 -0.1 -1.0 0.1
H 5.861507 -6.941951 9.792181 0.6 0.1 0.5
H 5.626535 -6.890254 11.638450 0.1 0.4 -0.4
H 5.558741 -8.395304 10.762843 0.1 -0.1 -0.1
H 3.684768 -7.751657 9.429818 -0.2 0.4 -0.2
H 3.207951 -7.567554 11.093628 -0.1 0.3 0.1
H 0.403955 -6.606737 7.436807 0.3 0.1 0.9
H 1.187339 -5.082289 6.949786 -0.2 -0.1 0.0
H 2.208430 -7.814980 5.938286 -0.7 -0.5 0.5
H 0.990158 -6.956758 4.955359 -0.7 0.0 0.7
H 2.541332 -6.396110 5.265280 0.1 0.9 0.2
H 5.966392 -5.020022 8.351728 1.0 -0.5 -0.6
H 4.918367 -6.226252 7.542918 0.5 -0.3 -0.4
H 5.116540 -4.940064 5.290499 -0.7 -0.1 0.4
H 6.179727 -3.773270 5.957433 0.1 0.0 0.8
H 6.536239 -5.532012 5.954777 0.6 0.3 -0.1
C 0.680199 6.660803 -7.762832 -0.2 0.6 -0.5
C -0.749542 6.134072 -7.702081 1.1 -0.9 1.0
O -1.384665 6.643812 -6.483130 -0.7 -0.9 -1.1
P -2.840641 7.302555 -6.625955 -0.1 0.8 1.7
O -3.837594 6.749557 -7.567213 1.2 0.3 0.5
O -3.326992 7.384828 -5.050528 1.0 0.3 -3.0
C -3.518058 6.187872 -4.344859 -1.6 -0.3 1.7
C -4.218859 6.633399 -3.024371 1.2 -1.1 0.6
O -2.343914 8.813625 -6.806493 -1.4 -0.4 0.2
C -2.005977 9.330969 -8.090076 0.1 0.4 0.1
C -2.003378 10.823155 -7.963136 0.0 0.7 -0.4
H 0.658155 7.746380 -7.667199 0.1 0.1 0.0
H 1.394321 6.279030 -7.033182 -0.4 -0.2 0.2
H 1.090608 6.450635 -8.750502 0.0 -0.1 -0.1
H -1.289286 6.293407 -8.635555 -0.3 0.5 0.3
H -0.696388 5.053251 -7.571213 -0.2 -0.1 -0.1
H -4.174708 5.445351 -4.798251 -0.3 0.4 -0.7
H -2.591145 5.627940 -4.220700 0.3 0.4 0.5
H -3.569049 7.297497 -2.454432 -0.1 0.4 -0.3
H -5.233605 7.028713 -3.070502 0.3 0.2 -0.7
H -4.298033 5.781786 -2.348658 0.0 -0.4 -0.1
H -0.986720 9.021659 -8.321492 0.0 -0.2 -0.2
H -2.677033 8.993920 -8.880128 -0.1 -0.2 0.2
H -1.667540 11.241839 -8.911825 0.3 0.1 0.0
H -2.972390 11.290966 -7.789191 -0.2 -0.4 0.2
H -1.338352 11.115293 -7.150418 0.1 0.1 -0.1
C 6.833845 -3.273129 -5.486337 -0.6 -1.5 0.7
C 5.555256 -2.535700 -5.710554 1.6 2.2 0.3
O 5.159861 -2.699131 -7.055762 -2.6 -0.8 -1.4
P 3.541641 -2.835186 -7.274154 -0.6 0.1 0.8
O 2.745300 -1.632796 -6.870523 1.4 -2.0 -0.6
O 3.311410 -3.341809 -8.811488 0.1 -0.1 3.1
C 3.780059 -2.485148 -9.793164 1.3 0.8 -2.6
C 5.242045 -2.760677 -10.105147 1.1 -0.2 -0.3
O 3.224149 -4.163186 -6.391691 -0.4 2.3 -0.2
C 3.277853 -5.465773 -6.878736 -0.4 -1.8 -0.6
C 2.880682 -6.480530 -5.785758 0.8 1.0 -0.1
H 7.043680 -3.214698 -4.418306 0.7 0.5 -0.1
H 6.682769 -4.345539 -5.609730 0.1 -0.2 -0.4
H 7.609848 -2.927304 -6.169225 0.1 0.0 0.4
H 4.793310 -2.600660 -4.933817 -0.2 -0.6 -0.3
H 5.902765 -1.502789 -5.690002 -0.5 0.5 0.4
H 3.245230 -2.715480 -10.714561 -0.4 0.0 0.2
H 3.653628 -1.420383 -9.597196 -0.4 0.0 0.4
H 5.440298 -3.830967 -10.048073 0.0 -0.1 0.3
H 5.584199 -2.518460 -11.111295 -0.7 0.3 -0.3
H 5.966987 -2.218317 -9.498169 -0.3 -0.2 0.5
H 2.548829 -5.589792 -7.679518 0.0 0.1 -0.2
H 4.248719 -5.671815 -7.329362 0.2 -0.1 0.2
H 1.804134 -6.402085 -5.634177 0.1 -0.4 0.1
H 3.241103 -7.475280 -6.047774 -0.5 -0.1 -0.3
H 3.403522 -6.252044 -4.857034 -0.1 0.2 0.1
C -0.191853 -2.974115 -2.480436 -0.5 0.3 -0.4
C 0.785207 -3.067718 -1.369850 1.9 -0.5 -0.6
O 0.609488 -2.097968 -0.362858 0.7 1.7 0.8
P 1.865416 -1.169971 0.151249 -1.6 -1.3 0.4
O 3.174952 -1.760043 -0.096365 0.6 0.4 -1.1
O 1.562011 0.358936 -0.331932 1.2 -3.0 1.0
C 1.723334 0.599516 -1.724856 -1.6 2.2 -0.6
C 0.710705 1.754451 -1.839697 -0.5 0.4 -0.8
O 1.546275 -1.178036 1.691668 -1.1 0.0 0.3
C 2.561933 -0.653133 2.555583 0.5 0.8 0.0
C 2.014186 -0.061933 3.852460 0.1 0.8 -1.0
H -0.105040 -3.903030 -3.044072 -0.3 0.0 -0.1
H -1.208596 -2.814292 -2.121540 -0.1 -0.2 -0.1
H 0.062514 -2.157435 -3.156037 -0.1 0.1 0.0
H 0.855689 -4.089532 -0.996976 -0.5 0.1 0.7
H 1.776779 -2.930311 -1.801118 0.2 0.0 -0.1
H 2.712435 0.908715 -2.062753 0.3 0.0 0.7
H 1.449499 -0.208736 -2.402976 -0.3 -0.4 0.4
H -0.321056 1.451851 -1.660815 0.0 -0.7 -0.3
H 0.787305 2.500029 -1.048278 0.9 0.0 -0.1
H 0.725356 2.259861 -2.805337 0.1 0.0 -0.1
H 3.344056 -1.386156 2.753211 -0.2 -0.3 -0.1
H 3.012441 0.115281 1.927341 0.5 0.4 0.6
H 1.654959 -0.788199 4.581556 0.0 0.2 -0.1
H 2.763114 0.620080 4.255021 0.6 -0.6 0.4
H 1.289507 0.711451 3.597882 -0.8 -0.5 0.0
C -4.583618 -8.251498 5.417017 -0.1 -0.8 -0.9
C -4.568147 -8.217934 3.862375 -0.5 -0.6 2.1
O -3.516289 -7.358376 3.571965 0.9 1.5 -1.3
P -3.546120 -6.363956 2.319498 0.9 0.4 2.3
O -4.880358 -6.295051 1.733558 0.1 0.1 -1.0
O -2.272703 -6.889954 1.482238 -1.0 3.4 1.7
C -2.349677 -8.036831 0.717763 -0.2 -1.9 0.7
C -1.406511 -9.047002 1.413562 0.6 0.0 -0.9
O -3.055872 -5.027306 3.104648 0.0 0.0 -2.0
C -3.336224 -3.686708 2.542280 0.1 0.3 0.6
C -4.519699 -3.070202 3.267640 -0.6 0.3 0.2
H -5.305609 -9.005936 5.729541 0.3 -0.3 0.2
H -3.549412 -8.532754 5.615559 -0.2 -0.2 0.7
H -4.824606 -7.345317 5.972769 0.0 0.3 -0.6
H -4.204996 -9.186650 3.519141 -0.7 -0.4 0.0
H -5.544677 -7.970820 3.445907 0.3 0.3 -0.3
H -3.350990 -8.458089 0.807335 -0.3 0.0 -0.6
H -2.150518 -7.669491 -0.288948 0.3 -1.0 -0.2
H -1.219398 -9.946618 0.827233 0.0 0.1 -0.3
H -0.459541 -8.541608 1.603073 0.1 -0.1 -0.1
H -1.731905 -9.426262 2.382262 -0.6 0.5 0.0
H -2.467308 -3.032333 2.612281 0.4 -0.5 0.8
H -3.453556 -3.639812 1.459632 -0.6 -0.9 -0.1
H -4.679345 -2.033719 2.970477 -0.2 -0.1 -0.8
H -5.417332 -3.672205 3.126341 -0.1 0.2 -0.3
H -4.485658 -2.891047 4.342268 0.9 -0.7 0.2
```
Positions in Å, forces in eV/Å.

Properties
* structure (SMILES): CCOP(=O)(OCC)OCC.CCOP(=O)(OCC)OCC.CCOP(=O)(OCC)OCC.CCOP(=O)(OCC)OCC.CCOP(=O)(OCC)OCC.CCOP(=O)(OCC)OCC.CCOP(=O)(OCC)OCC.CCOP(=O)(OCC)OCC.CCOP(=O)(OCC)OCC
* LUMO: 0.11 eV
* HOMO-LUMO gap: 10.36 eV
* energy above the lowest of the compared OMol25 structures with the same formula, charge and spin: 131.3 kcal per mole
* largest force on an atom: 0.086 Eh/bohr
* HOMO: -10.247 eV
* charge: 0